[1]
ORCA calculation (the ωB97M-V functional and the def2-TZVPD basis) on a 3-piece molecular cluster, C4H12NO4 overall.

Positions of all 21 atoms, in Å:
1 O 2.14 2.93 0.04
2 C 1.18 2.13 0.12
3 N 0.39 1.87 -1.02
4 C -0.77 0.99 -0.96
5 C -0.61 -0.35 -1.38
6 C 0.77 -1.02 -0.93
7 O 0.53 -1.80 0.20
8 H 0.71 1.96 1.07
9 H 0.81 2.04 -1.93
10 H -1.63 1.53 -1.30
11 H -1.16 0.94 0.14
12 H -1.47 -0.95 -0.91
13 H -0.58 -0.72 -2.43
14 H 1.26 -1.72 -1.58
15 H 1.60 -0.28 -0.48
16 H -0.78 -1.47 2.16
17 H -1.28 -2.85 1.82
18 O -1.66 -2.04 2.06
19 H 0.40 -1.34 1.20
20 H -0.26 0.44 1.99
21 O 0.41 -0.28 2.11

Results
LUMO = 3.66 eV
HOMO energy = -4.51 eV
Kohn-Sham gap = 8.17 eV
Charge = -1
Energy above the lowest of the compared OMol25 structures with the same formula, charge and spin = 4.062 eV

Atom charges from the Mulliken analysis, given in e for atoms 1 to 6:
1 O -0.63
2 C 0.27
3 N -0.12
4 C -0.45
5 C -0.46
6 C -0.11



[2]
ORCA calculation (the ωB97M-V functional and the def2-TZVPD basis) on C11H13BrO3S4SbTc as an isolated structure.

Positions of all 34 atoms, in Å:
1 Tc -0.80 1.16 1.54
2 S -4.56 -0.86 0.22
3 Sb -4.60 0.01 2.15
4 S -2.62 2.17 2.03
5 S -1.13 -0.93 2.08
6 S -5.40 1.03 3.81
7 Br -1.29 -4.79 -3.83
8 C -1.10 -3.01 -3.35
9 C -1.17 -2.10 -4.41
10 C -1.26 -0.74 -4.14
11 C -1.32 -0.29 -2.87
12 C -1.25 -1.25 -1.81
13 C -1.19 -2.59 -2.03
14 C -1.33 -0.78 -0.49
15 O -1.41 -1.61 0.51
16 O -1.12 0.48 -0.26
17 H -1.17 -2.56 -5.41
18 H -1.20 -0.05 -4.92
19 H -1.43 0.78 -2.61
20 H -1.09 -3.37 -1.21
21 C 2.96 2.52 1.05
22 C 2.30 1.43 1.85
23 C 2.43 0.14 1.07
24 C 2.67 1.30 3.28
25 O 0.82 1.78 1.85
26 H 4.01 2.34 0.93
27 H 2.93 3.53 1.52
28 H 2.63 2.78 0.02
29 H 3.50 -0.16 0.97
30 H 2.17 0.38 0.10
31 H 1.80 -0.70 1.42
32 H 3.73 1.50 3.39
33 H 2.36 0.38 3.79
34 H 2.15 2.08 3.76

Results
LUMO = -9.53 eV
HOMO energy = -14.56 eV
Kohn-Sham gap = 5.02 eV
Charge = +2
Energy above the lowest of the compared OMol25 structures with the same formula, charge and spin = 0.471 eV

Atom charges from the Mulliken analysis, given in e for atoms 1 to 6:
1 Tc 1.32
2 S -0.22
3 Sb 1.21
4 S -0.25
5 S 0.03
6 S -0.19



[3]
ORCA calculation (the ωB97M-V functional and the def2-TZVPD basis) on one molecule with the formula C5H7N3.

Positions of all 15 atoms, in Å:
1 H -3.04 -0.94 -0.17
2 N -2.73 0.02 -0.10
3 C -1.45 -0.01 0.05
4 C -0.65 -1.22 0.10
5 C 0.69 -1.43 -0.02
6 N 1.74 -0.57 0.01
7 C 1.59 0.79 -0.07
8 C 0.52 1.58 0.00
9 N -0.81 1.24 0.14
10 H -1.25 -2.13 0.10
11 H 1.02 -2.47 -0.13
12 H 2.65 -0.92 0.25
13 H 2.58 1.35 -0.14
14 H 0.61 2.67 -0.15
15 H -1.47 2.04 0.14

Results
SMILES = [H]/N=C1\C=CNC=CN1
LUMO = 0.67 eV
HOMO energy = -7.34 eV
Kohn-Sham gap = 8.01 eV
Charge = 0
Energy above the lowest of the compared OMol25 structures with the same formula, charge and spin = 1.796 eV

Atom charges from the Mulliken analysis, given in e for atoms 1 to 6:
1 H 0.22
2 N -0.75
3 C 0.71
4 C -0.63
5 C -0.18
6 N -0.14



[4]
ORCA calculation (the ωB97M-V functional and the def2-TZVPD basis) on a 4-piece molecular cluster, C18H33F10NO8S5 overall.

Positions of all 75 atoms, in Å:
1 O 1.13 1.09 -3.19
2 S 1.37 -0.27 -2.83
3 O 2.76 -0.55 -2.84
4 F 0.61 -1.21 -3.86
5 N 0.73 -0.58 -1.31
6 C 1.40 0.33 -0.35
7 C 1.00 -0.11 1.09
8 C 1.99 -1.24 1.53
9 C 2.71 -0.84 2.86
10 C 4.21 -1.17 2.89
11 F 4.31 -2.42 2.31
12 F 4.68 -1.35 4.13
13 C 5.14 -0.27 2.03
14 F 4.92 -0.44 0.73
15 F 6.39 -0.71 2.22
16 S 5.12 1.58 2.37
17 F 5.89 1.83 0.98
18 F 6.58 1.50 3.05
19 F 4.48 1.41 3.81
20 F 3.72 1.77 1.65
21 F 5.16 3.15 2.62
22 H -0.25 -0.30 -1.38
23 H 2.49 0.26 -0.41
24 H 1.10 1.38 -0.49
25 H 1.07 0.78 1.70
26 H -0.05 -0.45 1.12
27 H 2.70 -1.52 0.74
28 H 1.37 -2.13 1.71
29 H 2.50 0.20 3.12
30 H 2.27 -1.45 3.66
31 O -0.49 1.96 1.41
32 S -1.90 2.07 1.11
33 O -2.56 1.14 0.24
34 C -2.80 2.17 2.65
35 C -2.84 3.66 2.97
36 C -3.16 4.36 1.65
37 C -2.25 3.75 0.58
38 H -2.29 1.58 3.41
39 H -3.80 1.78 2.48
40 H -3.58 3.89 3.74
41 H -1.87 3.99 3.34
42 H -4.20 4.19 1.38
43 H -3.01 5.44 1.72
44 H -2.73 3.72 -0.40
45 H -1.30 4.28 0.50
46 O -1.80 3.14 -7.14
47 S -1.90 1.84 -6.52
48 O -2.72 1.61 -5.36
49 C -2.32 0.65 -7.79
50 C -0.97 0.19 -8.34
51 C -0.07 0.00 -7.11
52 C -0.24 1.23 -6.21
53 H -2.95 1.11 -8.53
54 H -2.85 -0.17 -7.30
55 H -1.07 -0.73 -8.92
56 H -0.55 0.96 -8.99
57 H -0.37 -0.90 -6.57
58 H 0.98 -0.13 -7.40
59 H -0.14 0.98 -5.16
60 H 0.47 2.02 -6.47
61 O -0.03 -2.93 4.25
62 S -0.86 -3.22 3.11
63 O -0.44 -2.89 1.77
64 C -1.34 -4.94 3.17
65 C -2.63 -4.94 3.99
66 C -3.45 -3.75 3.48
67 C -2.50 -2.54 3.40
68 H -0.54 -5.53 3.61
69 H -1.52 -5.26 2.14
70 H -3.17 -5.88 3.87
71 H -2.40 -4.81 5.05
72 H -3.84 -3.97 2.49
73 H -4.29 -3.53 4.13
74 H -2.76 -1.87 2.58
75 H -2.47 -1.99 4.34

Results
SMILES = O=S(=O)(F)NCCCCC(F)(F)C(F)(F)S(F)(F)(F)(F)F.O=S1(=O)CCCC1.O=S1(=O)CCCC1.O=S1(=O)CCCC1
LUMO = 0.19 eV
HOMO energy = -10.12 eV
Kohn-Sham gap = 10.30 eV
Charge = 0

Atom charges from the Mulliken analysis, given in e for atoms 1 to 6:
1 O -0.63
2 S 1.28
3 O -0.62
4 F -0.19
5 N -0.31
6 C -1.29



[5]
ORCA calculation (the ωB97M-V functional and the def2-TZVPD basis) on an isolated ion of composition C5H8NS and charge +1.

Positions of all 15 atoms, in Å:
1 C 1.32 -1.02 0.30
2 C 0.83 -0.94 -1.07
3 C -0.69 -0.56 -1.06
4 C 0.23 -0.07 2.31
5 C -0.87 0.77 -0.52
6 N 0.75 -0.50 1.24
7 S -0.13 2.15 -1.08
8 H 1.40 -0.10 -1.69
9 H 0.89 -2.02 -1.62
10 H -0.88 -0.79 -2.16
11 H -1.24 -1.24 -0.53
12 H 0.30 0.92 2.45
13 H -0.01 -0.61 3.18
14 H -1.42 0.93 0.37
15 H -0.48 3.09 -0.11

Results
LUMO (spin up / spin down) = -6.13 / -6.13 eV
HOMO energy (spin up / spin down) = -12.24 / -12.24 eV
Kohn-Sham gap (spin up / spin down) = 6.11 / 6.11 eV
Charge = +1
Energy above the lowest of the compared OMol25 structures with the same formula, charge and spin = 4.767 eV

Atom charges from the Mulliken analysis, given in e for atoms 1 to 6:
1 C -0.21
2 C -0.26
3 C -0.69
4 C -0.42
5 C -0.05
6 N -0.07



[6]
ORCA calculation (the ωB97M-V functional and the def2-TZVPD basis) on C21H25BN5OS2Sr as an isolated structure.

Positions of all 56 atoms, in Å:
1 Sr -1.18 -0.18 -0.45
2 C -0.27 -4.78 -1.48
3 N -1.33 -4.04 -0.82
4 C -2.01 -4.44 0.32
5 C -2.86 -3.46 0.64
6 N -2.71 -2.43 -0.29
7 B -3.58 -1.12 -0.28
8 N -3.18 -0.11 0.94
9 C -3.94 1.06 1.12
10 C -3.47 1.70 2.20
11 N -2.42 0.96 2.70
12 C -1.49 1.45 3.70
13 C -2.23 -0.15 1.94
14 S -0.93 -1.26 2.17
15 C -1.78 -2.84 -1.24
16 S -1.31 -2.06 -2.67
17 H -0.06 -5.67 -0.89
18 H 0.63 -4.16 -1.55
19 H -0.57 -5.06 -2.49
20 H -1.80 -5.38 0.81
21 H -3.54 -3.37 1.47
22 H -4.73 -1.42 -0.12
23 H -3.45 -0.52 -1.34
24 H -4.74 1.30 0.45
25 H -3.77 2.64 2.63
26 H -2.06 1.99 4.46
27 H -0.76 2.11 3.24
28 H -0.99 0.60 4.14
29 C 0.34 3.71 -0.40
30 C -1.08 3.21 -0.71
31 C -1.31 3.26 -2.22
32 C -2.10 4.12 -0.03
33 O -1.20 1.91 -0.27
34 H 0.56 4.67 -0.88
35 H 1.07 2.97 -0.74
36 H 0.47 3.82 0.68
37 H -1.13 4.25 -2.65
38 H -2.34 2.98 -2.46
39 H -0.64 2.56 -2.73
40 H -2.08 5.14 -0.43
41 H -1.91 4.18 1.05
42 H -3.11 3.72 -0.17
43 N 9.25 -1.70 -0.14
44 C 8.13 -1.45 -0.24
45 C 6.72 -1.14 -0.37
46 C 6.13 -1.13 -1.63
47 C 4.78 -0.84 -1.77
48 C 3.97 -0.55 -0.65
49 C 4.60 -0.55 0.61
50 C 5.95 -0.84 0.75
51 C 2.59 -0.27 -0.83
52 C 1.40 -0.03 -1.03
53 H 6.73 -1.36 -2.51
54 H 4.33 -0.84 -2.75
55 H 4.01 -0.32 1.48
56 H 6.41 -0.84 1.73

Results
LUMO = 2.55 eV
HOMO energy = -4.90 eV
Kohn-Sham gap = 7.45 eV
Charge = -1
Energy above the lowest of the compared OMol25 structures with the same formula, charge and spin = 1.817 eV

Atom charges from the Mulliken analysis, given in e for atoms 1 to 6:
1 Sr 2.12
2 C -0.91
3 N 0.20
4 C -0.30
5 C -0.77
6 N 0.11